C71H137N11O12 | ωB97M-V with the def2-TZVPD basis set

Element x y z (Å)
C 2.212 -1.995 -0.836
C 3.507 -2.556 -1.455
C 3.209 -4.019 -1.813
C 4.260 -4.615 -2.849
C 4.278 -3.747 -4.107
C 4.486 -2.256 -3.836
N 3.631 -1.802 -2.734
O 3.781 -0.425 -2.578
C 6.024 -2.110 -3.608
C 4.103 -1.481 -5.074
C 4.696 -2.337 -0.478
H 1.661 -2.724 -0.186
H 1.419 -1.750 -1.504
H 2.453 -1.248 -0.093
H 3.180 -4.524 -0.865
H 2.199 -4.126 -2.260
H 3.915 -5.639 -2.930
H 5.218 -4.704 -2.323
H 3.272 -3.949 -4.610
H 4.997 -3.986 -4.916
H 6.346 -2.689 -2.764
H 6.523 -2.597 -4.454
H 6.336 -1.084 -3.523
H 3.032 -1.513 -5.315
H 4.257 -0.381 -4.906
H 4.652 -1.814 -5.958
H 4.852 -1.295 -0.165
H 5.630 -2.699 -0.984
H 4.481 -2.882 0.445
H 4.674 -0.253 -2.234
C 0.044 -5.278 -1.820
C -1.000 -5.856 -2.776
C -1.320 -7.318 -2.567
C -2.622 -7.756 -3.159
C -3.766 -6.827 -2.881
C -3.437 -5.453 -3.234
N -2.227 -5.007 -2.576
O -1.947 -3.720 -3.075
C -3.485 -5.358 -4.790
C -4.676 -4.563 -2.752
C -0.384 -5.683 -4.178
H -0.265 -5.420 -0.823
H 0.221 -4.190 -2.044
H 1.005 -5.815 -1.831
H -0.489 -7.835 -2.973
H -1.359 -7.488 -1.495
H -2.792 -8.839 -2.793
H -2.507 -7.948 -4.234
H -4.041 -6.970 -1.859
H -4.637 -7.063 -3.506
H -4.590 -5.476 -4.981
H -3.010 -4.381 -5.184
H -2.924 -6.118 -5.281
H -4.432 -3.544 -2.866
H -5.555 -4.836 -3.360
H -4.855 -4.700 -1.654
H -0.191 -4.615 -4.294
H -0.954 -5.993 -5.084
H 0.605 -6.099 -4.268
H -1.712 -3.243 -2.267
C -5.323 3.410 3.506
C -4.450 2.329 2.884
C -2.941 2.606 3.317
C -2.066 1.366 3.031
C -2.652 0.085 3.650
C -4.131 -0.174 3.217
N -4.896 1.060 3.465
O -6.237 0.887 2.913
C -4.209 -0.795 1.782
C -4.718 -1.229 4.219
C -4.504 2.358 1.326
H -4.969 4.427 3.176
H -5.178 3.364 4.613
H -6.396 3.363 3.225
H -2.601 3.420 2.660
H -3.008 2.902 4.360
H -1.031 1.533 3.449
H -1.908 1.214 1.927
H -2.530 0.119 4.725
H -2.148 -0.801 3.353
H -5.264 -0.747 1.483
H -3.527 -0.278 1.113
H -3.895 -1.857 1.827
H -4.928 -0.690 5.122
H -5.587 -1.763 3.891
H -3.947 -1.987 4.381
H -4.293 3.383 1.044
H -5.469 1.983 0.844
H -3.575 1.820 1.133
H -6.881 0.905 3.628
C -0.676 0.874 -5.732
C 0.646 0.282 -5.191
C 0.793 0.443 -3.688
C -0.237 -0.331 -3.040
N -1.057 -0.849 -2.433
H -0.725 0.821 -6.803
H -0.711 1.944 -5.484
H -1.472 0.261 -5.305
H 1.529 0.690 -5.699
H 0.681 -0.808 -5.413
H 0.608 1.484 -3.277
H 1.804 0.165 -3.329
C -5.382 -0.319 -1.752
C -4.314 0.734 -1.878
C -3.807 0.945 -3.337
C -2.729 1.998 -3.321
N -1.855 2.737 -3.154
H -5.205 -1.328 -2.139
H -6.312 -0.041 -2.340
H -5.693 -0.470 -0.743
H -3.405 0.550 -1.312
H -4.691 1.704 -1.476
H -4.550 1.394 -4.009
H -3.398 0.040 -3.789
C 5.341 2.876 4.378
C 4.648 3.560 3.181
C 3.583 2.668 2.602
C 4.144 1.610 1.754
N 4.517 0.844 0.942
H 5.750 1.970 3.981
H 4.638 2.544 5.169
H 6.144 3.448 4.842
H 5.450 3.788 2.520
H 4.278 4.539 3.390
H 2.878 3.319 2.038
H 2.920 2.188 3.386
C 5.156 -1.097 4.615
C 3.705 -1.131 4.227
C 3.380 -1.856 2.927
C 3.516 -3.349 3.065
N 3.541 -4.494 3.042
H 5.771 -0.498 3.905
H 5.542 -2.121 4.660
H 5.311 -0.658 5.600
H 3.414 -0.140 4.103
H 3.087 -1.542 4.995
H 4.028 -1.641 2.071
H 2.307 -1.652 2.685
C 3.919 2.783 -3.814
C 4.078 2.951 -2.321
C 5.476 3.121 -1.831
C 6.303 1.941 -2.120
N 6.814 0.935 -2.360
H 3.906 3.748 -4.313
H 2.984 2.357 -4.141
H 4.794 2.183 -4.196
H 3.688 2.075 -1.768
H 3.542 3.874 -2.087
H 5.404 3.358 -0.818
H 5.885 4.062 -2.224
C -3.924 -4.637 0.990
C -5.061 -5.503 1.609
C -6.282 -5.439 0.703
C -6.816 -4.102 0.603
N -7.293 -3.035 0.597
H -3.073 -4.585 1.660
H -4.171 -3.613 0.776
H -3.544 -5.172 0.110
H -5.251 -5.144 2.595
H -4.696 -6.527 1.918
H -7.081 -6.083 1.004
H -6.047 -5.816 -0.276
C 0.140 8.238 -1.728
C 0.618 6.985 -0.882
C 2.131 6.895 -1.037
C 2.826 5.936 -0.123
N 3.445 5.270 0.546
H 0.796 9.004 -1.467
H -0.902 8.488 -1.390
H 0.065 7.966 -2.795
H 0.146 6.045 -1.048
H 0.367 7.271 0.156
H 2.546 7.918 -1.067
H 2.319 6.547 -2.063
C -0.533 -6.122 3.080
C 0.829 -6.744 3.548
C 1.643 -7.341 2.362
C 0.759 -8.223 1.492
N -0.005 -8.854 0.910
H -0.956 -5.677 3.969
H -1.258 -6.900 2.794
H -0.321 -5.441 2.270
H 0.602 -7.439 4.349
H 1.456 -5.920 3.870
H 2.412 -7.946 2.811
H 2.111 -6.522 1.742
C 4.339 8.724 4.508
C 3.267 7.873 5.169
O 2.721 7.040 4.075
C 1.790 6.157 4.445
O 1.416 5.924 5.593
O 1.219 5.684 3.319
C 0.267 4.712 3.591
H 5.241 8.146 4.428
H 4.713 9.491 5.172
H 4.053 9.085 3.510
H 2.438 8.535 5.492
H 3.560 7.311 6.031
H -0.521 5.001 4.257
H 0.722 3.845 4.078
H -0.152 4.340 2.656
C -1.589 8.613 2.125
C -2.873 7.787 2.057
O -3.235 7.512 0.716
C -2.874 6.275 0.314
O -2.216 5.468 0.902
O -3.488 6.083 -0.871
C -3.121 4.941 -1.625
H -1.521 9.069 3.110
H -1.628 9.413 1.415
H -0.681 7.965 2.023
H -3.644 8.391 2.435
H -2.911 6.906 2.648
H -2.946 4.069 -0.913
H -2.188 5.107 -2.194
H -3.882 4.762 -2.330
C 0.293 2.783 -0.538
C 1.218 1.802 0.156
O 0.496 0.647 0.489
C 0.678 0.099 1.660
O 1.403 0.500 2.582
O -0.082 -0.960 1.909
C -0.883 -1.586 0.949
H 0.812 3.713 -0.809
H -0.448 3.045 0.203
H -0.311 2.366 -1.298
H 1.479 2.262 1.096
H 2.068 1.518 -0.452
H -1.697 -0.907 0.623
H -1.387 -2.453 1.428
H -0.317 -1.937 0.088

For the calculated total energy, the calculation gives -4292.46144 a.u. As for the multiplicity: 1. The LUMO energy is 0.27 eV. The molar mass is 1336.9 g/mol. Its HOMO energy is -8.3 eV. The HOMO-LUMO gap comes out at 8.546 eV.

Here are the Mulliken charges for atoms 1 to 99, given in e: C 0.2092; C 0.9124; C -1.1794; C -1.3366; C -1.1732; C 1.2782; N 0.7574; O 0.6663; C -1.6520; C -1.4548; C -1.2903; H 0.4640; H -0.2268; H -0.7196; H 0.9830; H -0.3815; H 0.5912; H 0.3731; H 0.1497; H 0.6194; H 0.4302; H 0.5097; H 0.2717; H 0.1596; H -0.0073; H 0.5077; H 0.0906; H 0.3640; H 0.2353; H -0.3177; C -2.2055; C 2.0361; C -1.1802; C -0.9144; C -0.9865; C 0.9611; N 1.1863; O -0.2621; C -1.4474; C -2.0846; C -1.5613; H 0.4197; H 0.1327; H 0.6281; H 0.4801; H 0.2964; H 0.3747; H 0.4132; H 0.1972; H 0.4748; H 0.5185; H 0.0520; H 0.3873; H 0.5028; H 0.5321; H 0.0366; H 0.2152; H 0.2408; H 0.5211; H -0.0372; C -1.6154; C 1.5812; C -0.9528; C 1.4209; C -2.0643; C 1.8009; N 0.1635; O -0.5039; C 0.1080; C -2.0746; C -1.2517; H 0.1125; H 0.4560; H 0.4091; H -0.3092; H 0.5834; H 0.3733; H -0.9371; H 0.4286; H 0.4181; H 0.8218; H -1.1110; H -0.2353; H 0.4977; H 0.3742; H 0.3765; H 0.4387; H 0.1646; H 0.0867; H 0.3219; C -1.2565; C -0.7282; C 2.7116; C -1.0658; N 0.3111; H 0.5035; H 0.2861; H 0.1463; H 0.5309